The following is a quantum chemistry calculation of C19H19BCl4N3O2SiZn as an isolated structure, from the Open Molecules 2025 dataset.

```
50
Properties=species:S:1:pos:R:3:forces:R:3
Zn -0.7669 -0.4728 -0.6008 -0.125 0.027 0.502
Cl -5.5993 1.8202 4.2663 -0.031 0.051 0.039
C -4.6235 0.9607 3.0994 0.024 0.020 0.035
C -5.2639 0.1492 2.1423 0.091 0.017 -0.009
C -4.5263 -0.5370 1.2254 0.010 -0.073 -0.037
C -3.0954 -0.4696 1.1917 0.085 0.086 0.223
O -2.4516 -1.1358 0.3217 -0.188 -0.009 -0.134
C -2.4711 0.3580 2.1937 -0.251 -0.044 -0.265
C -1.0619 0.4387 2.3265 0.220 -0.125 -0.040
N -0.2318 -0.1567 1.5303 -0.248 0.170 -0.054
C 1.1272 -0.2450 1.7666 0.346 0.092 0.258
C 1.8231 0.2291 2.8599 -0.266 0.010 -0.230
C 3.1943 -0.0266 3.0139 0.216 -0.095 -0.037
C 3.8827 -0.7831 2.1056 0.017 0.065 0.143
C 3.2151 -1.2867 0.9683 -0.251 0.023 -0.098
C 3.8412 -2.0944 -0.0053 -0.087 -0.018 -0.084
C 3.1265 -2.5328 -1.0853 0.216 0.001 0.125
C 1.7857 -2.1354 -1.2180 -0.139 0.090 -0.090
N 1.1759 -1.3914 -0.3290 0.025 0.031 -0.060
C 1.8474 -0.9857 0.7759 0.310 0.015 0.184
C -3.2675 1.0667 3.1215 -0.022 0.042 -0.006
H -6.3447 0.0912 2.1419 -0.002 -0.010 -0.022
H -4.9974 -1.1435 0.4628 -0.010 -0.009 0.024
H -0.7067 1.0227 3.1802 0.065 -0.047 0.040
H 1.3118 0.8081 3.6170 -0.007 -0.032 0.023
H 3.7037 0.3690 3.8841 0.009 -0.009 -0.013
H 4.9330 -1.0090 2.2454 -0.005 0.024 -0.004
H 4.8848 -2.3577 0.1229 0.002 -0.006 -0.026
H 3.5757 -3.1621 -1.8409 -0.012 0.015 -0.017
H 1.1991 -2.4219 -2.0842 -0.036 0.024 0.028
H -2.7852 1.7059 3.8523 0.003 -0.034 0.021
B -2.8719 -1.9162 -4.3077 -0.264 0.027 -0.174
C -1.8717 -1.6714 -3.1385 0.383 -0.103 0.189
N -1.1370 -1.4763 -2.2651 -0.150 -0.252 -0.521
H -3.6492 -2.7709 -3.9450 -0.036 -0.041 0.007
H -3.4240 -0.8485 -4.4614 -0.081 0.013 -0.088
H -2.2653 -2.2512 -5.3009 0.102 -0.008 0.003
C 3.1912 1.1202 -2.6011 -0.110 0.108 0.187
C 2.6570 2.2824 -1.7862 0.103 -0.008 -0.119
O 2.1332 1.7593 -0.5762 -0.069 0.006 0.170
H 3.6546 1.4847 -3.5183 0.022 -0.057 -0.029
H 2.3742 0.4434 -2.8562 0.024 -0.005 -0.043
H 3.9287 0.5683 -2.0143 0.026 -0.019 -0.062
H 1.8816 2.8073 -2.3509 0.033 0.005 0.054
H 3.4670 2.9922 -1.5715 -0.020 0.004 -0.011
H 1.5725 2.4235 -0.1468 0.045 -0.103 -0.119
Cl -0.8118 3.0336 -2.7705 0.099 -0.142 -0.241
Si -1.3105 1.8669 -1.0939 0.000 0.345 0.201
Cl -3.3631 2.2530 -0.9688 -0.140 -0.073 0.019
Cl -0.5894 3.2275 0.4212 0.071 0.013 0.156
```
Forces are in eV/Å.

Results
ΔE to the lowest compared entry with this formula, charge and spin (eV): 0.275
Maximum force (eV/Å): 0.598
Highest occupied orbital energy (eV): -5.0
HOMO-LUMO gap (eV): 6.54
Net charge: -1
Lowest unoccupied orbital energy (eV): 1.530

Mulliken population analysis, charges in e, atoms 1 to 8:
1. Zn 0.17
2. Cl -0.28
3. C 0.30
4. C -0.56
5. C -0.48
6. C 0.23
7. O -0.82
8. C 0.76

=====

The following is a quantum chemistry calculation of C19H19BFI2N3O2Pd as an isolated structure in a non-equilibrium geometry, from the Open Molecules 2025 dataset.

```
48
Properties=species:S:1:pos:R:3:forces:R:3
Pd 0.8972 -0.0280 -1.3585 -0.040 0.517 -0.829
C 1.1517 -4.0037 -3.4891 0.076 -0.012 0.184
C 0.6511 -2.9821 -2.4945 0.228 0.048 -0.627
O 0.3805 -1.8567 -2.8576 -0.372 -0.742 -0.080
C 0.5249 -3.4688 -1.0971 -0.068 0.367 0.201
C 0.3927 -2.8058 0.0668 -0.135 -0.578 0.038
C 0.2641 -3.5730 1.3539 0.067 0.193 -0.025
N 0.4471 -1.3805 0.1686 0.293 0.591 0.234
N 0.2613 -0.9655 1.3219 0.154 -0.262 0.226
C 0.5485 0.4688 1.5749 -0.218 0.352 0.052
O 1.0576 1.2002 0.7736 0.165 -0.140 0.476
C 0.1886 0.9029 2.9382 -0.201 -0.286 0.058
C 0.1072 2.2734 3.1826 0.064 0.041 -0.006
C -0.1928 2.7292 4.4532 -0.005 -0.008 -0.018
C -0.3966 1.8209 5.4866 0.040 -0.029 -0.024
C -0.3370 0.4558 5.2418 -0.008 -0.001 0.001
C -0.0579 -0.0075 3.9658 0.014 0.005 -0.033
H 1.2133 -3.5466 -4.4716 -0.017 0.015 -0.008
H 0.4772 -4.8627 -3.5193 0.023 0.005 0.013
H 2.1388 -4.3684 -3.1917 -0.031 -0.032 -0.001
H 0.5834 -4.5463 -0.9986 -0.089 -0.011 -0.022
H 0.1285 -4.6313 1.1486 0.015 0.015 -0.019
H -0.5795 -3.1998 1.9315 -0.021 -0.058 0.017
H 1.1598 -3.4370 1.9632 -0.047 0.000 0.050
H 0.2850 2.9628 2.3675 -0.006 -0.005 0.017
H -0.2695 3.7921 4.6399 0.035 -0.014 0.010
H -0.5918 2.1790 6.4893 -0.070 0.004 -0.026
H -0.5111 -0.2486 6.0445 0.018 0.012 0.000
H -0.0116 -1.0679 3.7622 -0.006 0.013 0.034
F -4.9511 1.5466 -0.7967 -0.015 0.002 -0.014
C -3.6551 1.2050 -0.9736 0.014 0.047 -0.034
C -2.6873 2.1841 -0.8790 0.059 0.038 0.024
C -1.3530 1.8262 -1.0402 -0.237 0.026 0.059
C -1.0153 0.5053 -1.3047 0.273 -0.076 0.119
C -2.0066 -0.4572 -1.4169 -0.184 0.121 0.039
C -3.3446 -0.1085 -1.2468 0.011 -0.135 -0.051
H -2.9737 3.2100 -0.6858 -0.008 -0.026 0.012
H -0.5910 2.5873 -0.9519 0.036 -0.006 -0.045
H -1.7582 -1.4870 -1.6369 0.013 0.001 -0.033
H -4.1352 -0.8438 -1.3309 0.013 0.031 0.016
B 1.8166 4.0600 -3.3515 0.472 0.062 0.017
C 1.4534 2.5748 -2.9602 0.002 0.151 -0.351
N 1.1971 1.4843 -2.6798 -0.028 -0.076 0.280
H 2.1422 4.6125 -2.3131 -0.318 0.008 -0.028
H 0.8800 4.5464 -3.9452 0.023 0.027 0.161
H 2.8235 4.0464 -4.0510 -0.176 -0.236 -0.020
I 3.5917 -0.7503 -1.2955 0.460 0.793 -0.477
I 4.6558 1.4532 -2.5371 -0.267 -0.751 0.433
```
Forces are in eV/Å.

Results
ΔE to the lowest compared entry with this formula, charge and spin (eV): 1.523
Maximum force (eV/Å): 1.033
Highest occupied orbital energy (eV): -8.2
HOMO-LUMO gap (eV): 5.60
Lowest unoccupied orbital energy (eV): -2.569

Mulliken population analysis, charges in e, atoms 1 to 8:
1. Pd 0.62
2. C -1.53
3. C 0.63
4. O -0.37
5. C -0.39
6. C 0.30
7. C -1.40
8. N 0.82

=====

Total energy for the records above, in order: -135647.0099; -51648.2925 eV